Record 1
{
  "formula": "C3H4HoO3",
  "method": "wB97M-V/def2-TZVPD",
  "total_charge": 0,
  "fmax_ev_per_a": 3.7,
  "homo_ev": [-8.01, -8.04],
  "e_above_lowest_ev": 1.207,
  "spin_multiplicity": 6,
  "gap_ev": [5.50, 5.57],
  "lumo_ev": [-2.51, -2.47],
  "elements": ["C", "O", "C", "C", "O", "O", "H", "H", "H", "H", "Ho"],
  "positions_angstrom": [[-0.637, -1.610, 1.267], [-1.594, 0.999, 0.644], [-2.087, -0.026, 0.129], [0.716, -1.014, 1.482], [-1.325, -1.175, 0.088], [-3.205, -0.151, -0.407], [-0.551, -2.706, 1.131], [1.384, -1.741, 1.975], [-1.297, -1.455, 2.137], [2.214, 3.032, 1.192], [1.484, 1.236, 1.288]],
  "atomic_forces_ev_per_a": [[-0.286, -0.093, -0.824], [2.287, 1.323, 1.124], [-2.893, -0.707, -1.503], [0.792, 0.733, 0.440], [1.032, -0.944, 0.460], [1.664, 0.450, 0.793], [-0.030, 0.407, 0.083], [-0.179, 0.022, -0.007], [0.252, 0.052, 0.052], [0.562, 0.499, 0.103], [-3.201, -1.742, -0.723]]
}

Record 2
{
  "formula": "C26H21MnN5PS2",
  "method": "wB97M-V/def2-TZVPD",
  "total_charge": 2,
  "fmax_ev_per_a": 1.2,
  "homo_ev": [-14.26, -14.30],
  "e_above_lowest_ev": 0.000,
  "spin_multiplicity": 5,
  "gap_ev": [6.76, 7.07],
  "lumo_ev": [-7.50, -7.23],
  "elements": ["Mn", "N", "C", "N", "C", "N", "N", "C", "C", "C", "C", "C", "C", "N", "C", "C", "C", "C", "C", "C", "H", "H", "H", "H", "H", "H", "H", "H", "H", "H", "H", "S", "P", "S", "C", "C", "C", "C", "C", "C", "C", "C", "C", "C", "C", "C", "H", "H", "H", "H", "H", "H", "H", "H", "H", "H"],
  "positions_angstrom": [[-0.428, -0.006, 1.203], [-0.981, -4.254, 0.087], [-1.295, -3.005, 0.380], [-0.425, -2.027, 0.435], [0.915, -2.295, 0.098], [1.746, -1.309, -0.053], [1.168, -0.106, 0.163], [1.697, 0.980, -0.281], [0.899, 2.180, -0.108], [1.320, 3.441, -0.488], [0.447, 4.512, -0.339], [-0.816, 4.279, 0.175], [-1.165, 2.988, 0.552], [-0.336, 1.960, 0.418], [1.332, -3.661, -0.099], [2.670, -4.025, -0.283], [2.999, -5.347, -0.474], [2.001, -6.325, -0.487], [0.675, -5.987, -0.309], [0.342, -4.653, -0.113], [-1.707, -4.952, 0.011], [-2.334, -2.789, 0.594], [2.651, 0.965, -0.796], [2.314, 3.577, -0.893], [0.752, 5.510, -0.623], [-1.532, 5.081, 0.285], [-2.139, 2.783, 0.977], [3.422, -3.247, -0.272], [4.031, -5.634, -0.619], [2.271, -7.362, -0.633], [-0.098, -6.745, -0.320], [0.764, 0.016, 3.240], [-1.133, 0.086, 4.020], [-2.379, 0.024, 2.380], [-1.385, -1.348, 5.075], [-0.903, -2.591, 4.664], [-1.062, -3.685, 5.494], [-1.693, -3.538, 6.725], [-2.177, -2.302, 7.125], [-2.024, -1.196, 6.302], [-1.369, 1.594, 4.962], [-2.582, 2.277, 4.908], [-2.757, 3.405, 5.695], [-1.730, 3.839, 6.522], [-0.523, 3.152, 6.572], [-0.335, 2.024, 5.792], [-0.398, -2.689, 3.711], [-0.682, -4.652, 5.191], [-1.801, -4.395, 7.376], [-2.668, -2.194, 8.082], [-2.396, -0.227, 6.612], [-3.376, 1.928, 4.260], [-3.693, 3.945, 5.665], [-1.869, 4.719, 7.136], [0.273, 3.496, 7.219], [0.603, 1.483, 5.823]],
  "atomic_forces_ev_per_a": [[-1.036, -0.165, 0.494], [-0.014, 0.002, -0.015], [-0.206, -0.003, 0.116], [0.452, 0.272, -0.012], [-0.205, 0.494, 0.018], [0.501, -0.607, -0.125], [0.764, 0.450, -0.534], [-0.047, -0.485, 0.070], [-0.231, 0.490, 0.015], [0.128, -0.283, 0.012], [-0.184, 0.028, 0.078], [0.155, 0.071, -0.079], [-0.124, 0.023, 0.114], [0.183, -0.003, -0.110], [-0.161, -0.326, 0.000], [-0.035, 0.071, -0.023], [0.030, 0.012, -0.009], [-0.009, 0.024, 0.015], [-0.156, -0.062, -0.022], [0.499, 0.141, -0.040], [-0.113, 0.049, 0.084], [-0.004, -0.003, 0.004], [0.007, -0.011, -0.038], [-0.011, 0.010, -0.005], [-0.001, -0.009, -0.025], [-0.004, -0.012, 0.027], [0.017, -0.079, 0.008], [0.028, -0.044, -0.006], [0.000, 0.012, 0.015], [-0.019, 0.001, -0.014], [0.025, -0.006, 0.003], [-0.423, -0.016, -0.161], [0.396, -0.136, 0.305], [-0.054, 0.029, 0.019], [0.032, 0.360, -0.126], [-0.088, -0.040, 0.069], [0.032, 0.013, -0.086], [-0.004, -0.010, 0.012], [-0.038, -0.004, 0.064], [-0.027, -0.037, -0.060], [-0.103, -0.230, -0.183], [0.048, -0.031, 0.001], [-0.042, 0.044, 0.018], [0.012, -0.002, 0.008], [0.051, -0.013, 0.014], [-0.058, -0.012, -0.020], [0.051, -0.019, 0.013], [-0.005, -0.005, 0.023], [-0.018, 0.009, 0.001], [0.008, -0.005, -0.005], [0.026, -0.013, 0.038], [-0.024, 0.045, 0.021], [-0.001, -0.013, -0.005], [-0.011, -0.001, -0.009], [-0.011, 0.005, 0.004], [0.019, 0.032, 0.030]]
}